{
  "formula": "C19H23N5O2",
  "method": "the ωB97M-V functional and the def2-TZVPD basis",
  "elements": ["C", "C", "C", "N", "C", "O", "C", "C", "C", "C", "N", "C", "C", "N", "C", "N", "C", "C", "C", "C", "C", "C", "N", "C", "C", "O", "H", "H", "H", "H", "H", "H", "H", "H", "H", "H", "H", "H", "H", "H", "H", "H", "H", "H", "H", "H", "H", "H", "H"],
  "positions_angstrom": [[-1.2709, 2.4643, 3.1377], [-1.4294, 3.4536, 2.1054], [-1.9774, 2.7735, 0.8128], [-1.1513, 1.6386, 0.2897], [-1.6126, 0.3942, 0.4924], [-2.8712, 0.1076, 0.9222], [-3.6538, -0.8196, 0.2331], [-3.5976, -0.9920, -1.1656], [-4.3164, -2.0123, -1.7390], [-5.0048, -2.9407, -0.9445], [-5.1472, -2.7299, 0.3978], [-4.5069, -1.6778, 1.0037], [-4.6575, -1.5851, 2.4637], [-0.7876, -0.6747, 0.3603], [0.4712, -0.4102, -0.0697], [1.4569, -1.3142, -0.1968], [2.4205, -0.6951, -0.8144], [3.7101, -1.2566, -1.1338], [4.2214, -1.1932, -2.5573], [5.6985, -0.8768, -2.5514], [5.8206, -0.2670, -1.2005], [4.8118, -0.8231, -0.1577], [2.2002, 0.5808, -1.0399], [0.9732, 0.7879, -0.5068], [0.1707, 1.8808, -0.0732], [0.4925, 3.0276, -0.3590], [-2.1864, 1.8525, 3.3765], [-0.3331, 1.8449, 2.9179], [-0.9514, 3.0149, 3.9977], [-2.1833, 4.0987, 2.4703], [-0.4954, 4.0050, 1.9145], [-2.1574, 3.4751, -0.0576], [-2.9854, 2.4135, 0.9463], [-3.1291, -0.2939, -1.8317], [-4.4333, -2.1104, -2.8649], [-5.6981, -3.6739, -1.3511], [-4.6843, -0.5313, 2.8148], [-5.5492, -1.9141, 2.9017], [-3.8049, -2.1234, 2.7575], [3.5725, -2.3901, -0.8166], [3.6130, -0.4198, -2.9914], [3.9026, -2.1236, -3.0794], [6.0475, -0.2419, -3.4019], [6.2773, -1.7541, -2.4415], [6.8500, -0.2474, -0.8785], [5.6754, 0.7650, -1.3037], [4.3642, -0.1129, 0.4364], [5.1821, -1.5448, 0.5006], [2.6438, 1.1712, -1.7251]],
  "forces_ev_per_angstrom": [[1.92, -2.62, 1.58], [-0.31, -0.03, -3.02], [0.10, 1.68, -1.85], [-1.95, 0.43, 1.98], [3.04, -4.76, -0.34], [-0.24, 1.37, -0.33], [-0.23, -1.58, -0.21], [-0.46, 0.37, 1.19], [-0.96, -1.44, -1.49], [-0.60, 1.98, 1.60], [0.90, 0.90, -0.74], [-0.36, -0.74, -2.78], [0.28, 2.61, -0.26], [-2.10, 1.98, 0.51], [0.20, 0.03, -0.02], [0.18, -2.04, -0.12], [0.77, -1.59, -0.14], [0.69, -5.77, 1.89], [-1.58, -0.85, -0.99], [-0.80, 0.03, 0.05], [1.56, 1.25, 1.87], [0.62, 0.65, -3.50], [-0.60, 2.39, -0.06], [-3.80, 0.70, 1.63], [1.29, 1.79, -3.69], [0.09, 1.13, 1.03], [1.06, 0.48, -0.34], [-1.54, 0.10, 0.29], [-0.10, 0.04, 1.10], [-0.86, 1.26, -0.17], [-0.47, -0.17, -0.06], [0.83, -0.40, 1.02], [-0.07, -0.57, 0.55], [0.55, 0.32, 0.12], [0.50, 0.21, 1.57], [0.57, -0.19, -0.06], [0.90, -0.46, -0.26], [-1.28, -1.42, -0.02], [1.09, -0.51, 1.55], [-0.01, 1.97, -1.02], [0.12, 0.65, -0.88], [0.48, 0.63, 0.12], [-0.23, -0.57, 0.81], [0.59, -1.32, -0.84], [0.52, -0.47, 0.43], [-0.80, 1.86, -0.04], [-0.35, 2.16, 1.48], [0.60, -1.54, 0.54], [0.21, 0.11, 0.32]],
  "lowdin_charge": [-0.14, -0.25, -0.09, 0.09, -0.31, 0.04, -0.15, -0.01, -0.09, -0.13, 0.10, -0.24, -0.02, 0.23, -0.30, 0.21, -0.36, -0.26, -0.15, -0.18, -0.20, -0.09, 0.21, -0.12, -0.37, 0.05, 0.11, 0.11, 0.07, 0.10, 0.12, 0.14, 0.11, 0.12, 0.12, 0.10, 0.10, 0.06, 0.08, 0.18, 0.10, 0.13, 0.13, 0.10, 0.11, 0.09, 0.08, 0.10, 0.18],
  "e_lumo_ev": 0.63,
  "total_charge": 0,
  "largest_force_ev_per_a": 6.114,
  "homo_energy_ev": -8.1895
}

***

{
  "formula": "C3H9NS2",
  "method": "the ωB97M-V functional and the def2-TZVPD basis",
  "elements": ["C", "C", "N", "H", "H", "H", "H", "H", "C", "S", "S", "H", "H", "H", "H"],
  "positions_angstrom": [[0.2064, 1.1311, 5.3122], [-0.1240, -0.0888, 4.8385], [-0.6694, -0.3299, 3.5406], [0.0683, 2.1471, 4.9235], [0.5708, 1.0971, 6.2951], [0.2840, -0.9002, 5.4325], [-1.3295, 0.4088, 3.3460], [-1.0516, -1.2498, 3.4449], [-1.4282, 0.8391, -1.9865], [-0.4431, -0.3132, -2.9112], [1.5192, -0.5591, -2.6214], [-2.3369, 0.8249, -2.6812], [-0.9228, 1.8139, -1.8479], [-1.6088, 0.5217, -0.9398], [1.7121, 0.4921, -3.4559]],
  "forces_ev_per_angstrom": [[-0.85, -0.55, -0.52], [0.79, 1.57, -1.03], [0.61, 0.41, 1.55], [-0.26, -0.73, -0.35], [0.74, 0.18, 1.18], [-0.57, -0.42, -0.32], [-0.14, -0.27, -0.38], [-0.34, -0.19, -0.13], [0.22, 0.74, 1.03], [-1.67, -1.71, -1.47], [0.55, 1.29, 0.22], [1.07, 0.44, 1.38], [-0.59, -0.17, -0.69], [-0.43, -0.19, -0.75], [0.86, -0.41, 0.29]],
  "lowdin_charge": [-0.04, -0.28, 0.02, 0.05, 0.01, 0.09, 0.08, 0.06, -0.50, 0.29, 0.28, 0.05, 0.04, 0.03, -0.19],
  "e_lumo_ev": 0.76,
  "total_charge": 0,
  "largest_force_ev_per_a": 2.807,
  "homo_energy_ev": -8.4688
}

***

{
  "formula": "C4H9NO",
  "method": "the ωB97M-V functional and the def2-TZVPD basis",
  "elements": ["C", "C", "C", "O", "N", "C", "H", "H", "H", "H", "H", "H", "H", "H", "H"],
  "positions_angstrom": [[1.1319, -0.7921, -0.2612], [1.2551, 1.3800, 0.5387], [0.2472, 0.3390, 0.3503], [0.3430, 0.2055, 1.6859], [-1.0190, 0.5978, -0.2678], [-1.9630, -0.5063, -0.1867], [0.5622, -1.7156, -0.1984], [1.4039, -0.5486, -1.2920], [2.0558, -0.9219, 0.3257], [1.3254, 2.0824, 1.3444], [2.1286, 1.3063, -0.1283], [-0.8406, 0.8626, -1.2329], [-1.6733, -1.4221, -0.7285], [-2.0930, -0.7599, 0.8674], [-2.9309, -0.1756, -0.5723]],
  "forces_ev_per_angstrom": [[-0.27, -0.30, -0.33], [0.06, -0.09, 0.54], [0.35, -0.32, -0.74], [1.23, 0.64, -0.10], [0.04, 0.11, -0.06], [-0.19, -0.15, 0.08], [0.08, -0.15, -0.22], [-0.13, -0.23, -0.07], [-0.47, 0.09, -0.21], [-0.88, 0.81, -0.22], [0.24, -0.52, 1.12], [-0.16, 0.01, 0.14], [0.03, 0.19, 0.07], [-0.04, -0.03, -0.08], [0.12, -0.05, 0.07]],
  "lowdin_charge": [-0.04, 0.18, -0.78, 0.00, -0.03, -0.12, 0.07, 0.08, 0.09, 0.09, 0.10, 0.12, 0.07, 0.08, 0.08],
  "e_lumo_ev": [-0.29, -0.29],
  "total_charge": 0,
  "largest_force_ev_per_a": 1.392,
  "homo_energy_ev": [-8.9833, -8.9834]
}